[1]
DFT (ωB97M-V/def2-TZVPD) results for C5H8N2 in the gas phase.

Summary:
* calculated total energy: -8291.9021 eV
* ΔE to the lowest compared entry with this formula, charge and spin: 298.55 kJ/mol
* F_max: 5.0 eV/A
* E_HOMO: -9.118 eV
* spin multiplicity: 1
* SMILES: CC1=NNCC=C1
* HOMO-LUMO gap: 10.16 eV

Each line ends with the Mulliken charge.
Atoms and positions in Å:
C 2.39239 0.06992 0.18503  -1.0938
C 0.89299 -0.12000 0.01040  0.7933
N 0.34030 -1.23230 -0.08387  -0.5470
N -1.06323 -1.01474 -0.46580  -0.3616
C -1.64035 -0.05657 0.49642  -0.4311
C -1.19024 1.20634 -0.01274  -0.1242
C 0.11490 1.12982 -0.22949  -0.4352
H 2.63120 0.77329 0.99208  0.3170
H 2.96638 0.64501 -0.62356  0.2784
H 2.98554 -0.91955 0.42672  0.2843
H -1.55685 -1.96941 -0.33643  0.2866
H -2.78248 -0.04897 0.41992  0.2954
H -1.57186 -0.22147 1.55861  0.2411
H -1.68044 2.19420 -0.37406  0.2869
H 0.65082 1.89910 -0.91329  0.2098

[2]
DFT (ωB97M-V/def2-TZVPD) results for a molecular structure, C24H32CoN4O2P2S.

Summary:
* calculated total energy: -102495.2820 eV
* net charge: +1
* ΔE to the lowest compared entry with this formula, charge and spin: 173.00 kJ/mol
* expectation value of S²: 6.022
* F_max: 1.1 eV/A
* E_HOMO (spin up / spin down): -10.541 / -10.896 eV
* spin multiplicity: 5
* HOMO-LUMO gap (spin up / spin down): 7.35 / 6.60 eV

Each line ends with the Mulliken charge.
Atoms and positions in Å:
Co -1.89886 0.53936 2.02733  0.0620
C 2.88294 1.03930 1.31655  -1.7425
P 1.29618 0.94293 0.40170  1.1506
C 1.63810 -0.55887 -0.62833  -0.2559
N 2.67173 -0.60235 -1.43626  -0.2601
C 2.90670 -1.74638 -2.11927  0.1773
C 4.00737 -1.81429 -3.00799  -0.5215
C 4.25224 -2.96851 -3.68905  -0.5734
C 3.42101 -4.10496 -3.51827  -0.5170
C 2.35794 -4.06932 -2.66720  -0.6443
C 2.08008 -2.88123 -1.94924  0.2873
N 1.03001 -2.83983 -1.09655  -0.0901
C 0.80488 -1.71079 -0.47061  0.6589
P -0.61453 -1.69892 0.69835  0.5589
C -0.09301 -2.90663 1.95246  -1.6445
C -2.10229 -2.44808 -0.13946  1.7306
C -4.40792 -2.76430 1.15663  -0.9447
C -2.42334 -1.59726 -1.37725  -1.6262
C -2.05918 -3.93148 -0.49017  -1.7793
C 1.36813 2.38075 -0.78973  1.8599
C 2.67584 2.51879 -1.56790  -1.7423
C 0.19854 2.20279 -1.76111  -1.5799
C 1.15113 3.63650 0.06329  -2.0718
H 3.74309 0.95277 0.65255  0.3997
H 2.92451 0.23483 2.05121  0.4159
H 2.93304 1.98651 1.85386  0.4018
H 4.62870 -0.93621 -3.11955  0.4820
H 5.09129 -3.02775 -4.36901  0.4085
H 3.64070 -5.00721 -4.07283  0.4123
H 1.71080 -4.92295 -2.51716  0.4688
H 0.33580 -3.77872 1.45740  0.4236
H -0.94940 -3.20891 2.55384  0.4287
H 0.65954 -2.46264 2.60391  0.3844
H -5.12446 -2.07448 1.60608  0.4342
H -4.14080 -3.64806 2.87356  0.3506
H -4.79409 -3.10465 0.19691  0.3391
H -2.37135 -0.52626 -1.16562  0.3427
H -3.42725 -1.82681 -1.73992  0.4310
H -1.71963 -1.83486 -2.17577  0.4203
H -2.13160 -4.56070 0.39674  0.3682
H -1.13622 -4.16190 -1.01735  0.3215
H -2.89323 -4.18239 -1.14928  0.4765
H 2.88495 1.64100 -2.17340  0.3025
H 3.52437 2.68799 -0.90373  0.3693
H 2.60312 3.38574 -2.23032  0.4967
H 0.31329 1.29736 -2.36239  0.3358
H 0.16313 3.05041 -2.44929  0.5182
H -0.75646 2.15689 -1.23438  0.1745
H 2.04626 3.89725 0.63009  0.3599
H 0.32164 3.51133 0.76226  0.4465
H 0.91695 4.48141 -0.58836  0.5137
O -1.10881 1.89285 3.09811  -0.7390
N -1.42061 3.16108 2.78778  0.7424
C -0.85023 4.11559 3.55490  -0.2960
C -1.08848 5.43811 3.31025  -0.7253
C -1.93636 5.78082 2.25302  -0.2307
C -2.50432 4.79126 1.49111  -0.7473
C -2.24373 3.43983 1.75300  0.6815
S -2.92142 2.15518 0.81867  -0.4372
H -0.22197 3.72919 4.34207  0.4474
H -0.62326 6.18501 3.93497  0.4351
H -2.14641 6.81876 2.03602  0.4293
H -3.16778 5.02132 0.67033  0.4440
O -4.19637 -3.91503 1.94954  -0.4969
C -3.07489 -2.06102 0.96799  0.2558
N -2.63574 -1.18915 1.75428  -0.4820

[3]
DFT (ωB97M-V/def2-TZVPD) results for a molecular structure, C24H28IrO3P.

Summary:
* calculated total energy: -43582.3999 eV
* net charge: +3
* expectation value of S²: 0.783
* F_max: 0.8 eV/A
* E_HOMO (spin up / spin down): -18.226 / -18.225 eV
* spin multiplicity: 2
* HOMO-LUMO gap (spin up / spin down): 7.16 / 5.95 eV

Each line ends with the Mulliken charge.
Atoms and positions in Å:
Ir 0.62370 -0.59765 0.27659  1.3648
C 1.50095 0.48757 3.10030  -0.7452
O 1.83924 -0.38014 1.98776  -0.3115
C 2.45393 -1.64778 2.35395  -0.5714
C 1.36144 -2.67125 2.53797  -0.5035
O 0.58856 -2.64512 1.31469  -0.7169
C -0.76226 -3.13924 1.47087  -0.7449
C -1.58144 -2.08640 2.16951  -0.6538
O -1.33733 -0.84523 1.48383  0.1016
C -1.94929 0.27871 2.15515  -0.8617
H 2.38936 0.61440 3.71541  0.3600
H 0.68971 0.06163 3.69022  0.2942
H 1.20673 1.44242 2.67530  0.2311
H 3.04422 -1.50848 3.25848  0.5752
H 3.11187 -1.91428 1.52923  0.1441
H 0.73256 -2.40160 3.38754  0.3207
H 1.75875 -3.67479 2.69344  0.4764
H -0.74870 -4.07656 2.02745  0.4784
H -1.12191 -3.33024 0.46078  0.2404
H -1.30608 -1.97940 3.22163  0.4416
H -2.64627 -2.32592 2.12819  0.5036
H -3.01843 0.09652 2.26352  0.3252
H -1.78709 1.15847 1.53689  0.1978
H -1.50545 0.42031 3.14085  0.3813
C -1.82243 -2.81619 -2.90800  -0.4823
C -2.59633 -2.03239 -2.03951  -1.1999
C -2.02091 -0.97125 -1.39381  0.2648
C -0.63295 -0.66185 -1.59728  0.3152
C 0.11295 -1.46250 -2.52621  0.1341
C -0.47469 -2.53886 -3.14297  -1.0294
P -0.05472 0.98825 -1.17009  1.0309
C -1.15161 2.34619 -1.05463  0.8853
C -0.64913 3.49020 -0.41432  -0.6013
C -1.44266 4.62191 -0.34187  -0.7998
C -2.71556 4.61892 -0.91137  -0.5105
C -3.20493 3.48698 -1.55449  -0.8403
C -2.42783 2.34168 -1.63254  -0.1642
C 1.64184 1.13280 -1.64431  0.5471
C 2.45467 1.96700 -2.36497  -0.8643
C 3.83116 1.72048 -2.27355  -0.6372
C 4.34633 0.70922 -1.43921  -0.7912
C 3.52285 -0.07590 -0.65932  -0.7260
C 2.12797 0.10367 -0.75999  0.1712
H -2.28684 -3.64972 -3.42219  0.4899
H -3.64355 -2.26136 -1.89409  0.5119
H -2.60840 -0.35667 -0.72632  0.6813
H 1.14019 -1.20951 -2.75095  0.4620
H 0.09181 -3.15117 -3.83130  0.5203
H 0.34760 3.49764 0.01382  0.4495
H -1.07044 5.51156 0.14797  0.4591
H -3.32556 5.51106 -0.86030  0.4477
H -4.18720 3.50359 -2.00690  0.4656
H -2.80155 1.47585 -2.16501  0.5486
H 2.07130 2.77339 -2.97659  0.5965
H 4.51932 2.32335 -2.85256  0.4889
H 5.41789 0.55944 -1.40743  0.4911
H 3.95461 -0.83177 -0.01925  0.3580